Below is a 4-piece molecular cluster, C30H58NO15P3 overall, with properties calculated with wB97M-V/def2-TZVPD.

ORCA input file:
```
! wB97M-V def2-TZVPD RIJCOSX def2/J DEFGRID3
* xyz 0 1
P -8.211 1.141 -1.689
P 6.587 -2.087 2.545
P 1.736 4.670 0.881
O 2.879 5.646 1.178
O 5.106 -2.688 1.937
O 1.155 -4.193 3.227
O -9.173 0.909 -3.019
O 0.993 5.603 -0.272
O 7.849 -1.438 3.120
O 0.403 3.618 0.680
O 7.033 -3.669 2.811
O 2.589 3.661 -0.134
O -1.143 -0.764 1.131
O -7.319 -0.193 -2.282
O -9.053 2.257 -1.062
O 7.031 -1.972 0.951
O -7.060 2.123 -2.386
O 0.502 -0.697 -4.841
N 0.713 -2.238 1.856
C -0.951 -5.964 -0.949
C 3.655 1.757 0.953
C 7.456 -4.098 4.099
C 0.298 2.379 1.356
C -1.618 -3.377 -1.048
C -1.610 -0.178 -3.500
C 0.516 2.471 2.850
C -0.101 -5.767 0.358
C -10.549 1.279 -2.969
C -10.748 2.707 -3.450
C 9.392 -1.527 0.593
C 0.701 -3.699 2.179
C 1.191 7.015 -0.272
C -0.047 -4.333 0.924
C -1.710 -4.796 -1.661
C 3.680 -2.166 3.870
C -0.514 -1.839 1.094
C -0.907 -0.360 -4.957
C 4.060 -3.141 2.778
C -1.094 -1.294 -2.464
C -2.309 -2.058 -1.686
C 3.831 3.102 0.273
C -6.374 3.101 -1.615
C 7.974 -0.980 0.551
C 6.299 -4.610 4.936
C -0.789 -3.152 0.237
C -5.093 2.554 -1.012
C -6.135 -0.657 -1.663
C -6.268 -0.892 -0.174
C 2.368 7.400 -1.154
H 10.120 -0.713 0.552
H 3.081 1.073 0.321
H 8.167 -4.914 3.945
H 3.012 -2.648 4.586
H 1.422 3.039 3.094
H 5.746 -5.387 4.403
H -10.947 1.133 -1.962
H 1.313 7.384 0.749
H -6.893 -1.766 0.022
H 9.586 -2.121 1.486
H 3.225 6.739 -1.022
H -2.758 -1.398 -0.851
H 6.653 -5.026 5.880
H 4.620 1.297 1.168
H 4.385 3.784 0.927
H 1.491 -1.955 1.223
H -11.735 3.076 -3.162
H -5.314 0.016 -1.906
H 4.429 2.963 -0.632
H -0.394 -0.852 -1.657
H 2.685 8.425 -0.946
H 3.120 1.868 1.898
H -11.100 0.597 -3.622
H -0.940 0.694 -5.432
H -1.205 0.832 -3.111
H -0.474 -2.130 -2.967
H 7.869 -0.083 1.165
H 7.985 -3.303 4.635
H -0.324 2.977 3.330
H 0.958 1.654 0.883
H 5.602 -3.802 5.168
H 0.610 1.471 3.277
H -2.744 -0.098 -3.586
H -9.995 3.391 -3.058
H -7.013 3.514 -0.827
H -5.284 -1.063 0.268
H -10.665 2.755 -4.539
H 9.568 -2.190 -0.258
H -3.171 -2.333 -2.380
H -5.312 1.777 -0.276
H 7.731 -0.685 -0.474
H -2.306 -4.934 -2.632
H 3.169 -1.297 3.449
H 2.090 7.332 -2.208
H -1.027 -6.988 -1.456
H -6.122 3.921 -2.292
H 4.561 -1.798 4.410
H -4.456 2.115 -1.784
H 0.281 7.478 -0.663
H -4.530 3.340 -0.508
H 3.190 -3.295 2.133
H -6.732 -0.038 0.332
H 4.313 -4.125 3.168
H 0.878 -0.935 -5.714
H 0.476 -6.605 0.861
H -5.888 -1.611 -2.144
H -1.510 -1.132 -5.553
H -0.719 2.013 1.177
*
```

Properties
* HOMO: -9.68 eV
* Kohn-Sham gap: 8.33 eV
* SMILES string: O=C1NC(=O)c2c(CCCCO)cccc21.CCOP(=O)(OCC)OCC.CCOP(=O)(OCC)OCC.CCOP(=O)(OCC)OCC
* LUMO: -1.35 eV

***

Below is a 2-piece molecular cluster, C3H10N4O overall, with properties calculated with wB97M-V/def2-TZVPD.

ORCA input file:
```
! wB97M-V def2-TZVPD RIJCOSX def2/J DEFGRID3
* xyz 1 2
O -1.316 -1.150 -1.701
N 0.193 0.273 1.487
N 0.589 0.157 -1.938
N -1.428 1.117 -1.243
N 2.524 0.361 1.509
C 1.422 -0.332 1.368
C -0.997 -0.419 2.006
C -0.778 -0.061 -1.634
H -1.104 -1.362 1.478
H 1.391 -1.428 1.047
H -0.923 1.484 -0.427
H -1.898 0.231 1.895
H 0.776 1.032 -2.403
H 0.346 1.260 1.843
H 3.338 -0.224 1.373
H -2.410 0.964 -1.049
H -0.959 -0.589 3.140
H 0.945 -0.651 -2.434
*
```

Properties
* HOMO (alpha / beta): -13.55 / -13.54 eV
* energy above the lowest of the compared OMol25 structures with the same formula, charge and spin: 0.0 kcal/mol
* Kohn-Sham gap (alpha / beta): 9.33 / 4.77 eV
* LUMO (alpha / beta): -4.22 / -8.77 eV
* expectation value of S²: 0.79

***

Below is C20H35IrN5OS4 as an isolated structure, with properties calculated with wB97M-V/def2-TZVPD.

ORCA input file:
```
! wB97M-V def2-TZVPD RIJCOSX def2/J DEFGRID3
* xyz 1 1
Ir 0.409 0.128 -0.520
S 0.729 0.463 -3.016
S -1.083 -0.733 2.814
S -0.030 -2.521 -0.664
S -1.982 0.679 -1.101
O -0.149 -0.313 1.736
N 0.692 2.197 0.219
N -0.561 3.624 1.766
N 2.513 -0.399 -0.087
N 1.839 -2.650 -2.556
N 0.758 -4.605 -1.968
C -3.130 1.872 -3.241
C -2.116 5.440 1.307
C 0.062 -1.290 4.166
C -0.819 1.548 -4.959
C -1.559 -2.476 2.455
C 3.039 -1.242 0.495
C 1.459 -5.414 -2.942
C -1.948 3.929 1.453
C 1.901 -4.538 -4.111
C -0.036 -2.802 4.290
C 0.120 2.866 0.977
C 2.627 -3.303 -3.584
C -0.212 5.777 2.893
C 3.659 -2.329 1.188
C -0.018 4.259 2.954
C -1.884 1.222 -2.723
C -0.776 1.097 -3.531
C -1.669 6.127 2.595
C 0.925 -3.285 -1.831
C -0.373 -3.310 2.892
H 3.573 -2.168 2.262
H -3.162 5.665 1.095
H -2.905 2.884 -3.585
H 0.459 -3.124 2.209
H -2.223 3.402 0.537
H -1.124 2.594 -5.018
H -0.832 -3.077 4.984
H 0.790 -6.201 -3.293
H 1.042 4.007 3.034
H 4.717 -2.395 0.928
H -2.436 -2.686 3.063
H 1.047 -0.973 3.831
H 1.876 -1.639 -2.490
H 0.035 -5.028 -1.407
H 1.023 -4.226 -4.678
H -3.555 1.315 -4.074
H 0.425 6.200 2.114
H -2.583 3.564 2.272
H -2.303 5.801 3.421
H 2.326 -5.890 -2.471
H -0.195 -0.752 5.074
H -1.805 -2.556 1.398
H 0.093 6.203 3.851
H 3.596 -3.592 -3.163
H -3.874 1.927 -2.450
H -1.506 5.798 0.475
H -1.542 0.961 -5.526
H 2.565 -5.099 -4.767
H 0.896 -3.225 4.667
H -0.599 -4.377 2.889
H -0.542 3.857 3.832
H 3.157 -3.263 0.928
H -1.778 7.208 2.508
H 2.801 -2.583 -4.386
H 0.158 1.446 -5.426
*
```

Properties
* HOMO: -8.34 eV
* energy above the lowest of the compared OMol25 structures with the same formula, charge and spin: 62.0 kcal/mol
* Kohn-Sham gap: 5.66 eV
* LUMO: -2.68 eV

***

Below is a 3-piece molecular cluster, C6H17NO2 overall, with properties calculated with wB97M-V/def2-TZVPD.

ORCA input file:
```
! wB97M-V def2-TZVPD RIJCOSX def2/J DEFGRID3
* xyz 1 2
O -0.183 -2.344 -1.637
O 1.472 2.984 -1.570
N -1.177 1.414 -1.763
C -0.638 0.170 0.480
C 0.696 0.770 0.834
C -1.402 0.584 -0.603
C 1.655 0.314 -0.208
C -0.572 -1.689 2.166
C -1.504 -0.661 1.421
H 0.652 -2.436 -1.868
H -0.211 -1.354 3.122
H -0.882 -2.651 2.508
H 0.923 0.164 1.754
H 1.571 2.512 -0.738
H 0.515 1.854 0.929
H 1.802 0.608 -1.316
H -0.599 -2.098 -0.842
H 2.097 2.645 -2.191
H 1.442 -0.814 -0.491
H -2.027 0.072 2.227
H 0.231 -2.007 1.536
H -2.330 -1.235 1.020
H -2.433 0.052 -0.656
H 2.639 0.442 0.342
H -1.577 0.966 -2.583
H -0.160 1.739 -1.872
*
```

Properties
* HOMO (alpha / beta): -14.32 / -15.28 eV
* energy above the lowest of the compared OMol25 structures with the same formula, charge and spin: 43.7 kcal/mol
* Kohn-Sham gap (alpha / beta): 10.67 / 8.10 eV
* LUMO (alpha / beta): -3.64 / -7.18 eV
* expectation value of S²: 0.76

***

Below is C40H34MnN2O2PS2SbSe2 as an isolated structure, with properties calculated with wB97M-V/def2-TZVPD.

ORCA input file:
```
! wB97M-V def2-TZVPD RIJCOSX def2/J DEFGRID3
* xyz 0 6
Sb 0.466 0.082 1.043
Se -2.210 -0.100 -2.471
Se 0.388 -2.560 -2.280
Mn 0.352 0.081 -1.827
S -1.928 3.040 -1.040
S 0.376 4.919 -1.053
P -1.745 -2.210 -2.261
O 2.279 0.504 -2.305
O 3.914 4.327 -1.594
N 0.550 2.337 -1.695
N 1.874 2.728 -1.881
C -2.574 -3.187 -3.546
C 6.343 1.163 -2.709
C -2.163 -4.495 -3.782
C 2.558 0.783 3.210
C -3.849 -2.516 -0.472
C -1.257 5.620 -0.691
C -2.837 -5.274 -4.709
C -3.692 -3.615 1.660
C -2.339 2.549 3.360
C -4.329 -3.446 -5.169
C -2.502 -2.791 -0.710
C -2.102 4.541 -0.045
C -3.577 2.026 3.017
C 3.417 3.146 2.019
C 2.411 2.393 1.428
C 4.662 3.270 -1.964
C 0.086 -3.010 4.139
C -2.501 0.392 1.620
C 0.895 -4.037 3.671
C -0.062 -1.847 3.396
C 4.117 2.009 -2.261
C 3.992 2.717 3.207
C -3.657 -2.662 -4.244
C -3.921 -4.752 -5.400
C -2.358 -3.896 1.421
C 1.556 -3.901 2.457
C -1.256 0.917 1.957
C 2.670 1.712 -2.151
C -4.441 -2.930 0.708
C -1.762 -3.488 0.234
C 6.043 3.456 -2.037
C 0.605 -1.701 2.182
C 1.978 1.208 2.018
C -1.177 1.996 2.832
C 4.978 0.973 -2.631
C 6.870 2.416 -2.406
C -3.658 0.942 2.151
C -0.219 3.290 -1.330
C 3.561 1.539 3.802
C 1.412 -2.736 1.716
H 4.537 0.011 -2.851
H 6.992 0.348 -3.000
H 6.437 4.436 -1.799
H -4.622 0.528 1.883
H -2.578 -0.444 0.932
H 1.009 -4.944 4.250
H -1.775 4.331 0.973
H -4.427 -1.963 -1.204
H -5.487 -2.715 0.890
H -4.481 2.458 3.429
H 1.983 2.736 0.494
H 2.970 4.037 -1.631
H -1.708 5.972 -1.618
H 2.184 -4.701 2.087
H 4.012 1.202 4.727
H -1.110 6.467 -0.021
H 1.921 -2.643 0.762
H 2.237 -0.140 3.678
H 4.780 3.299 3.668
H -0.717 -3.699 0.045
H 3.754 4.056 1.538
H -3.159 4.803 -0.035
H -2.511 -6.289 -4.896
H -0.212 2.408 3.104
H -4.155 -3.929 2.588
H -1.768 -4.424 2.160
H -0.433 -3.116 5.084
H -3.959 -1.635 -4.077
H -2.274 3.388 4.043
H -4.443 -5.361 -6.127
H 7.939 2.581 -2.460
H -1.306 -4.895 -3.253
H -0.700 -1.052 3.765
H -5.168 -3.034 -5.715
*
```

Properties
* HOMO (alpha / beta): -7.67 / -7.87 eV
* energy above the lowest of the compared OMol25 structures with the same formula, charge and spin: 0.0 kcal/mol
* Kohn-Sham gap (alpha / beta): 7.98 / 8.13 eV
* LUMO (alpha / beta): 0.31 / 0.26 eV
* expectation value of S²: 8.76

***

Below is an isolated ion of composition O4P3 and charge -1, with properties calculated with wB97M-V/def2-TZVPD.

ORCA input file:
```
! wB97M-V def2-TZVPD RIJCOSX def2/J DEFGRID3
* xyz -1 1
P -1.709 -0.599 -0.707
P 1.674 -0.725 -0.657
P -0.018 1.070 -0.949
O 2.444 -0.599 0.564
O -0.046 -0.730 -0.111
O -2.606 -0.549 0.534
O 0.266 1.990 0.228
*
```

Properties
* HOMO: -3.47 eV
* energy above the lowest of the compared OMol25 structures with the same formula, charge and spin: 43.7 kcal/mol
* Kohn-Sham gap: 6.82 eV
* LUMO: 3.35 eV

***

Below is C5H8BeLiO3 as an isolated structure, with properties calculated with wB97M-V/def2-TZVPD.

ORCA input file:
```
! wB97M-V def2-TZVPD RIJCOSX def2/J DEFGRID3
* xyz 2 2
O -0.922 -0.848 0.078
O -1.530 0.999 -0.902
O 0.194 1.045 0.466
C 0.239 -1.708 0.007
C -0.844 0.462 -0.031
C 0.324 2.700 0.711
C -0.204 -3.115 0.315
C 1.252 3.000 -0.351
Be 1.130 1.420 -1.327
Li -2.548 -0.074 -2.032
H 2.142 3.574 -0.063
H 0.698 2.882 1.733
H -0.701 3.053 0.517
H -0.487 -3.218 1.371
H 0.996 -1.337 0.710
H 0.632 -3.797 0.106
H -1.057 -3.399 -0.315
H 0.685 -1.637 -0.993
*
```

Properties
* HOMO (alpha / beta): -17.21 / -19.17 eV
* energy above the lowest of the compared OMol25 structures with the same formula, charge and spin: 0.0 kcal/mol
* Kohn-Sham gap (alpha / beta): 6.29 / 8.39 eV
* LUMO (alpha / beta): -10.92 / -10.78 eV
* expectation value of S²: 0.76

***

Below is a 3-piece molecular cluster, C9H23BN6O3P overall, with properties calculated with wB97M-V/def2-TZVPD.

ORCA input file:
```
! wB97M-V def2-TZVPD RIJCOSX def2/J DEFGRID3
* xyz 1 1
P 0.116 0.984 0.263
O -2.738 -0.041 2.739
O 3.345 -2.323 -1.867
O -2.093 7.048 3.483
N 0.315 -1.899 -0.604
N -1.024 5.014 3.205
N 1.667 0.942 0.759
N -1.786 -1.396 0.642
N -4.251 -0.580 0.626
N 3.247 -3.478 -3.870
C -0.569 -3.128 -0.496
C -1.079 6.388 3.291
C 3.969 -4.082 -4.970
C -1.966 -2.863 0.318
C 1.800 -3.533 -3.870
C -2.247 4.251 3.350
C 0.218 4.306 2.975
C 3.892 -2.853 -2.826
C -0.482 -0.831 0.112
B -2.915 -0.661 1.403
H -0.748 1.751 1.140
H -2.685 4.463 4.330
H -0.095 6.869 3.167
H -0.273 -4.181 -0.927
H -3.563 -0.202 3.311
H -2.873 -3.550 0.592
H -4.735 0.285 0.984
H 0.001 1.586 -1.058
H 1.057 5.002 2.886
H 1.405 -2.513 -3.855
H -2.047 3.180 3.259
H 1.433 -4.057 -4.757
H 1.247 -1.758 -1.054
H -2.954 4.561 2.574
H 1.464 -4.055 -2.969
H 0.130 3.729 2.051
H 4.991 -2.868 -2.925
H 1.915 -0.079 0.887
H 5.049 -3.968 -4.843
H -3.926 -0.348 -0.361
H 0.400 3.630 3.815
H 3.664 -3.598 -5.902
H 3.724 -5.147 -5.012
*
```

Properties
* HOMO: -11.11 eV
* Kohn-Sham gap: 6.52 eV
* LUMO: -4.59 eV

***

Below is C5H13N2O as an isolated structure, with properties calculated with wB97M-V/def2-TZVPD.

ORCA input file:
```
! wB97M-V def2-TZVPD RIJCOSX def2/J DEFGRID3
* xyz -1 1
O 0.251 -3.252 0.912
N 1.294 2.187 -2.139
N -1.041 -1.204 0.087
C 0.131 0.760 1.239
C -0.890 -2.669 0.246
C 1.002 0.911 0.020
C -0.672 -0.565 1.369
C 0.248 1.565 -1.222
H -0.528 0.849 -1.526
H 0.883 2.313 -3.067
H -0.454 -0.897 -0.684
H -0.112 -1.309 1.939
H -0.206 2.441 -0.749
H 0.567 0.842 2.236
H -1.621 -0.373 1.879
H -0.669 1.509 1.170
H -1.215 -3.166 -0.676
H 1.582 1.839 0.109
H 1.606 0.044 -0.239
H -1.328 -2.886 1.247
H 1.172 1.063 -2.149
*
```

Properties
* HOMO: -1.80 eV
* energy above the lowest of the compared OMol25 structures with the same formula, charge and spin: 112.3 kcal/mol
* Kohn-Sham gap: 5.34 eV
* LUMO: 3.54 eV

***

Below is a 5-piece molecular cluster, H10O5 overall, with properties calculated with wB97M-V/def2-TZVPD.

ORCA input file:
```
! wB97M-V def2-TZVPD RIJCOSX def2/J DEFGRID3
* xyz 0 1
O 9.361 3.786 17.260
O 0.826 1.327 17.254
O 0.533 -3.170 16.718
O 6.778 7.533 20.333
O 5.036 1.248 18.727
H 8.412 3.889 17.193
H 1.744 1.467 17.487
H 9.585 4.166 18.109
H 0.787 0.416 16.965
H 6.501 7.019 19.574
H 1.087 -3.420 15.979
H 4.846 1.609 19.593
H 7.555 7.078 20.660
H 1.071 -3.344 17.491
H 5.109 0.305 18.871
*
```

Properties
* HOMO: -11.41 eV
* energy above the lowest of the compared OMol25 structures with the same formula, charge and spin: 33.9 kcal/mol
* Kohn-Sham gap: 11.56 eV
* SMILES string: O.O.O.O.O
* LUMO: 0.15 eV

***

Below is a 2-piece molecular cluster, C16H27F5NO3 overall, with properties calculated with wB97M-V/def2-TZVPD.

ORCA input file:
```
! wB97M-V def2-TZVPD RIJCOSX def2/J DEFGRID3
* xyz 1 1
F -2.447 0.472 -1.319
F -3.100 -1.411 -3.452
F -0.873 0.022 -2.906
F -3.080 0.271 -4.981
F -4.538 0.331 -3.183
O 2.254 1.997 -2.248
O 3.152 0.266 -3.462
O 2.408 -0.158 -1.197
N 0.868 -0.812 3.260
C -0.591 -2.240 4.510
C -0.466 -0.825 4.000
C 0.825 -1.270 1.790
C -3.236 -0.002 -3.593
C -2.035 2.269 -3.020
C 1.773 2.100 -3.626
C -0.603 2.944 -2.700
C 2.016 0.666 -4.322
C -1.490 -2.095 1.089
C 0.426 2.909 -3.934
C -2.093 0.711 -2.695
C 0.805 -2.519 5.030
C -0.458 -0.968 1.016
C 1.746 -1.802 4.073
C 2.598 0.597 -2.162
C 1.475 0.576 3.334
H 1.012 -3.590 5.088
H 2.212 0.829 -5.429
H -1.015 -3.076 1.005
H -0.385 -0.128 4.839
H 2.509 -1.236 4.613
H -2.779 2.779 -2.301
H -1.276 -0.483 3.357
H 1.665 -0.774 1.296
H -2.406 2.506 -4.071
H -0.829 4.057 -2.500
H -2.208 -2.005 0.271
H -0.840 -2.939 3.710
H -0.179 -0.878 -0.039
H -0.024 2.495 -4.902
H 0.921 -2.111 6.039
H -0.153 2.552 -1.717
H 0.744 3.996 -4.155
H 2.245 -2.487 3.385
H -1.351 -2.329 5.289
H 1.535 0.876 4.380
H -2.063 -2.072 2.018
H 2.473 0.540 2.899
H 1.026 -2.342 1.762
H 2.622 2.721 -4.106
H -0.902 -0.007 1.291
H 0.829 1.258 2.773
H 1.280 -0.180 -4.100
*
```

Properties
* HOMO: -12.87 eV
* Kohn-Sham gap: 10.69 eV
* LUMO: -2.18 eV